# CH4F2P2

A 2-piece molecular cluster, CH4F2P2 overall at a distorted geometry (wB97M-V/def2-TZVPD, the OMol25 dataset).

Structure (XYZ):
```
9
CH4F2P2 | the OMol25 dataset | wB97M-V/def2-TZVPD
P -1.36407 0.72398 -0.15962
P 1.71112 -0.34669 0.46760
F 1.06608 0.93613 -1.87963
F 0.70747 2.11321 0.57419
C 0.31580 0.92578 0.10281
H 1.94428 -0.57823 -0.82559
H 2.76403 0.62627 0.79543
H -1.53699 1.65612 -1.28895
H -0.90052 -0.37200 -1.00529
```

Summary:
HOMO energy, Eh: -0.355
LUMO level, eV: -1.0
Orbital gap, eV: 8.6658